Formula: C54H50CsF6IN7O8P
Source: OMol25
Level of theory: ωB97M-V with the def2-TZVPD basis set

Last column: Löwdin spin population.
CARTESIAN COORDINATES (ANGSTROEM)
1 Cs 0.1500 1.0118 -0.1782  0.003
2 C 8.5202 2.7235 5.8873  0.000
3 O 8.2281 1.4081 5.6049  0.001
4 C 7.1990 1.1533 4.7247  0.002
5 C 6.5807 -0.1131 4.8578  -0.001
6 C 5.4256 -0.3655 4.1824  0.009
7 C 4.9201 0.5857 3.2695  0.028
8 C 5.5870 1.7635 3.0731  0.011
9 C 6.7202 2.0974 3.8471  0.001
10 C 3.6668 0.3227 2.5821  0.191
11 C 2.4723 0.9352 3.0599  -0.048
12 C 2.4260 2.1158 3.9580  -0.055
13 C 1.1408 2.5488 4.0216  -0.037
14 C 0.3904 1.5623 3.2382  -0.061
15 N 1.2047 0.5707 2.7547  0.151
16 C -1.0094 1.4491 2.9756  0.250
17 C -1.5320 0.0706 2.7823  0.044
18 C -2.0446 -0.7052 3.8885  0.025
19 C -2.3288 -1.9329 3.3560  0.009
20 C -1.9308 -1.9056 2.0005  0.020
21 C -1.9044 -2.9579 1.0679  -0.002
22 C -2.6782 -4.1575 1.2448  0.001
23 C -3.9186 -4.1791 1.8735  -0.002
24 C -4.5969 -5.3696 2.0730  0.001
25 C -3.9710 -6.6014 1.7136  -0.002
26 O -4.6104 -7.7347 2.1147  -0.001
27 C -3.8514 -8.9002 2.0155  0.000
28 C -2.7646 -6.5839 1.0301  0.001
29 C -2.1147 -5.3761 0.8297  -0.002
30 C -1.0479 -2.8050 -0.0826  0.036
31 N 0.2004 -2.4056 0.1154  0.018
32 C 0.7264 -2.2755 -1.1075  0.019
33 C 2.1074 -1.9695 -1.3603  0.072
34 C 2.6149 -2.1504 -2.7370  0.005
35 C 3.5733 -1.2539 -3.2421  0.010
36 C 3.9826 -1.3004 -4.5421  -0.001
37 C 3.5207 -2.3120 -5.3781  0.009
38 O 4.0227 -2.2975 -6.6127  0.005
39 C 3.7212 -3.3102 -7.5176  0.000
40 C 2.5767 -3.2406 -4.8893  -0.002
41 C 2.1308 -3.1372 -3.5880  0.009
42 C 2.9736 -1.4849 -0.3842  0.014
43 C 4.4427 -1.7380 -0.3008  -0.031
44 C 4.8234 -1.1083 0.8065  -0.001
45 C 3.6701 -0.5111 1.4190  -0.037
46 N 2.5848 -0.7825 0.6948  0.092
47 C -0.2703 -2.5297 -2.1546  0.030
48 C -1.3995 -2.8903 -1.4540  0.013
49 N -1.4401 -0.5973 1.6487  0.010
50 C -1.9618 2.5395 2.8063  0.012
51 C -1.6286 3.8872 2.7375  0.051
52 C -2.5298 4.9256 2.4544  -0.015
53 C -3.8535 4.5948 2.1074  0.053
54 O -4.6331 5.6116 1.6719  0.028
55 C -5.9575 5.3201 1.3562  0.002
56 C -4.2403 3.2494 2.1364  -0.004
57 C -3.3230 2.2517 2.4693  0.062
58 H 9.0544 2.6700 6.8433  0.000
59 H 7.6157 3.3321 5.9625  0.000
60 H 9.2120 3.0876 5.1586  0.000
61 H 7.0105 -0.7501 5.6213  0.000
62 H 4.8620 -1.2785 4.3332  0.001
63 H 5.2504 2.5133 2.3716  0.001
64 H 7.2072 3.0822 3.7922  0.000
65 H 3.2334 2.5222 4.5827  -0.002
66 H 0.7781 3.3793 4.6111  -0.001
67 H -2.1620 -0.3817 4.9106  0.001
68 H -2.6144 -2.8549 3.8675  0.001
69 H -4.4221 -3.2436 2.1407  0.000
70 H -5.5241 -5.4416 2.5430  0.000
71 H -4.3803 -9.6793 2.5368  0.000
72 H -2.8591 -8.7727 2.5192  0.000
73 H -3.6550 -9.1486 0.9540  0.000
74 H -2.3138 -7.5138 0.7181  0.000
75 H -1.1237 -5.3381 0.3984  0.001
76 H 3.9779 -0.4995 -2.6021  0.001
77 H 4.6625 -0.5745 -4.9142  0.000
78 H 3.9382 -2.8936 -8.5120  0.000
79 H 2.6746 -3.4877 -7.4821  0.000
80 H 4.3032 -4.2171 -7.3432  0.000
81 H 2.2731 -4.1139 -5.4649  0.000
82 H 1.3913 -3.8763 -3.2771  0.000
83 H 4.9518 -2.3135 -1.0761  -0.001
84 H 5.8036 -1.1006 1.1777  0.001
85 H -0.1608 -2.2249 -3.2068  0.001
86 H -2.3653 -3.0700 -1.8691  0.000
87 H -0.6230 4.1400 2.9477  0.002
88 H -2.2231 5.9286 2.3679  -0.002
89 H -6.4490 6.2310 1.0397  0.000
90 H -6.4743 4.8579 2.2217  0.001
91 H -5.9954 4.5947 0.5622  0.000
92 H -5.2389 2.9056 1.9036  -0.002
93 H -3.7469 1.2608 2.5610  0.003
94 O -5.3963 1.8469 -0.6481  0.000
95 H -4.6049 2.4290 -0.7118  0.000
96 H -4.9404 0.9910 -0.5919  0.000
97 O 3.5550 3.2646 -2.0111  0.000
98 H 2.8657 3.8719 -2.2439  0.000
99 H 4.0844 3.7109 -1.3616  0.000
100 O -3.2948 -0.3112 -0.8991  0.001
101 H -2.8447 -0.7535 -0.1762  0.000
102 H -3.8481 -0.9715 -1.3654  0.000
103 F 2.1332 5.7180 -0.6752  0.000
104 P 0.5636 5.7628 -1.1805  0.000
105 F 1.0903 4.9265 -2.5410  0.000
106 F 0.1249 6.6411 0.1304  0.000
107 F -0.9670 5.6440 -1.6675  0.000
108 F 0.7558 7.1365 -2.0271  0.000
109 F 0.3266 4.2936 -0.4646  0.000
110 N -6.0596 -1.0163 -4.6189  0.000
111 C -5.9470 -0.3646 -3.4181  0.000
112 N -6.2574 0.9714 -3.4355  0.000
113 O -5.7040 -0.9677 -2.4096  0.000
114 H -6.0936 -0.4841 -5.4578  0.000
115 H -5.5948 -1.9015 -4.6747  0.000
116 H -5.8866 1.5343 -4.1609  0.000
117 H -6.0998 1.3883 -2.5014  0.000
118 I -2.7798 4.7406 -4.8753  0.000
119 C -1.6311 3.0491 -4.4531  0.000
120 C -0.2643 3.2410 -4.2566  0.000
121 C 0.4139 2.1226 -3.8620  0.000
122 C -0.2210 0.8925 -3.7855  0.000
123 C -1.5962 0.8947 -3.9299  0.000
124 N -2.3291 1.9381 -4.3128  0.000
125 H 0.1858 4.2213 -4.2503  0.000
126 H 1.5073 2.1404 -3.6747  0.000
127 H 0.2570 -0.0446 -3.5285  0.000
128 H -2.1344 -0.0028 -3.7803  0.000

Forces on atoms 1 to 6 (eV/Å):
0.28 0.16 -0.28
0.41 0.21 0.98
-0.83 -1.81 -0.50
0.01 -0.26 0.58
0.83 1.03 0.60
-0.37 0.12 -0.62

Results
- Spin multiplicity: 2
- Kohn-Sham gap (alpha / beta): 5.029 / 5.685 eV
- LUMO level (alpha / beta): 0.85 / 0.61 eV
- Net charge: -1
- ΔE to the lowest compared entry with this formula, charge and spin: 44.0 kJ/mol
- DFT total energy: -117869.4056 eV

=====

Formula: C15H21N2O3
Source: OMol25
Level of theory: ωB97M-V with the def2-TZVPD basis set

Last column: Mulliken charge in e.
CARTESIAN COORDINATES (ANGSTROEM)
1 C -4.1963 0.0439 2.0341  -1.200
2 N -2.7568 0.1185 2.0544  0.222
3 C -2.1101 -1.0754 1.5665  -0.907
4 C -0.5812 -1.0382 1.7172  -0.539
5 C -0.0429 0.2872 1.4000  0.088
6 O 1.1570 0.4040 0.8563  -0.573
7 C -0.7190 1.4945 1.8616  -0.832
8 C -2.2288 1.3922 1.6223  -0.673
9 H -4.6143 0.9124 2.5566  0.325
10 H -4.6122 0.0292 1.0097  0.399
11 H -4.5221 -0.8709 2.5436  0.327
12 H -2.5280 -1.9121 2.1501  0.466
13 H -2.3809 -1.2752 0.5048  0.275
14 H -0.3520 -1.2519 2.7810  0.401
15 H -0.1231 -1.8219 1.0973  0.115
16 H -0.5637 1.5513 2.9579  0.430
17 H -0.3149 2.4000 1.3882  0.286
18 H -2.4536 1.5838 0.5490  0.117
19 H -2.7654 2.1629 2.1984  0.515
20 C 2.1315 -4.3354 -1.5755  -1.221
21 C 2.6833 -2.9726 -1.2789  -0.191
22 O 1.5272 -2.0879 -1.1082  -0.311
23 C 1.9264 -0.8418 -0.8508  0.095
24 C 0.8163 0.1701 -0.5110  0.851
25 C 1.0067 1.4706 -1.2502  -0.242
26 C 2.2741 2.0657 -1.2629  -0.485
27 C 2.4274 3.3139 -1.8916  -0.382
28 N 1.4063 3.9620 -2.4459  -0.704
29 C 0.1925 3.4120 -2.4191  -0.425
30 C -0.0698 2.1597 -1.8356  -0.183
31 O 3.1163 -0.5639 -0.7682  -0.676
32 H 2.9636 -5.0330 -1.6822  0.395
33 H 1.4908 -4.6955 -0.7663  0.305
34 H 1.5648 -4.3427 -2.5103  0.294
35 H 3.2611 -2.9622 -0.3500  0.285
36 H 3.2943 -2.5956 -2.1043  0.300
37 H -0.1611 -0.2788 -0.7440  0.588
38 H 3.1265 1.5485 -0.8344  0.449
39 H 3.4197 3.7719 -1.9270  0.335
40 H -0.6210 3.9813 -2.8794  0.350
41 H -1.0685 1.7195 -1.8534  0.332

Forces on atoms 1 to 6 (eV/Å):
0.31 0.00 0.01
-0.01 0.02 0.79
-0.07 -0.38 -0.28
-0.10 0.59 0.53
-3.28 0.44 1.92
0.77 -0.34 -0.95

Results
- Kohn-Sham gap: 3.533 eV
- LUMO level: 3.04 eV
- Net charge: -1
- ΔE to the lowest compared entry with this formula, charge and spin: 441.9 kJ/mol
- DFT total energy: -25015.2468 eV

=====

Question: The lowest DFT total energy belongs to which entry?
Answer: C54H50CsF6IN7O8P